DFT (ωB97M-V with the def2-TZVPD basis set) results for 9 unconnected molecules or ions with the total composition C20H48Br2N8O11 in a non-equilibrium geometry.

frontier orbital gap: 8.2 eV
SMILES string: C[N+](=O)[O-].C[N+](=O)[O-].C[N+](=O)[O-].CNC(C)=O.CNC(C)=O.CNC(C)=O.CNC(C)=O.CNC(C)=O.BrCCBr
HOMO level: -8.75 eV

Last column: Löwdin charge in e.
Cartesian coordinates (Å):
C (7.72876, 12.70398, 12.15146)  0.05
N (8.37918, 11.78673, 13.14370)  -0.43
O (7.67580, 11.16733, 13.94048)  0.06
O (9.58532, 11.78154, 13.12730)  0.04
H (6.92940, 12.15927, 11.64906)  0.10
H (8.50083, 13.05243, 11.46546)  0.10
H (7.30354, 13.52028, 12.73536)  0.10
C (19.04701, 9.51877, 14.83090)  0.04
N (18.09536, 10.52380, 15.36894)  -0.40
O (18.52776, 11.64585, 15.66490)  0.04
O (16.89085, 10.24409, 15.54982)  0.04
H (18.54212, 8.58022, 14.60224)  0.09
H (19.91100, 9.38734, 15.48232)  0.11
H (19.27802, 9.74571, 13.79012)  0.09
C (20.10878, 10.67774, 9.45306)  0.07
N (19.32103, 9.44479, 9.82602)  -0.46
O (18.18158, 9.32275, 9.48242)  0.05
O (19.86906, 8.55756, 10.43814)  0.06
H (20.60122, 11.10805, 10.32508)  0.10
H (19.40344, 11.33749, 8.94776)  0.09
H (20.78822, 10.20396, 8.74456)  0.10
Br (14.38342, 13.15909, 8.91596)  0.58
C (14.42462, 11.18723, 8.47820)  -0.63
C (15.45810, 10.84465, 7.41114)  -0.66
Br (15.34010, 8.92907, 6.93152)  0.64
H (13.48876, 10.83627, 8.04336)  0.06
H (14.68388, 10.74908, 9.44200)  0.02
H (16.44300, 11.01951, 7.84414)  0.03
H (15.36764, 11.48377, 6.53282)  0.06
C (10.67592, 8.96923, 13.22394)  0.01
C (11.52382, 7.94427, 14.01532)  -0.50
O (11.01596, 6.95685, 14.53438)  0.03
N (12.81608, 8.35910, 14.25438)  0.01
C (13.80722, 7.50503, 14.82220)  -0.08
H (9.60370, 9.06793, 13.39330)  0.07
H (10.83660, 8.75830, 12.16668)  0.08
H (11.18964, 9.90080, 13.46140)  0.04
H (13.16474, 9.06092, 13.61722)  0.08
H (13.40880, 6.53877, 15.13160)  0.09
H (14.43844, 7.90964, 15.61338)  0.08
H (14.52426, 7.18799, 14.06496)  0.06
C (14.82480, 17.03967, 13.88994)  0.00
C (15.28660, 15.59143, 13.89138)  -0.52
O (15.38280, 14.97093, 12.84160)  0.01
N (15.48188, 15.04233, 15.13616)  0.03
C (16.06016, 13.72233, 15.54666)  -0.06
H (14.35710, 17.25038, 14.85168)  0.07
H (14.10868, 17.35087, 13.12940)  0.09
H (15.78740, 17.54838, 13.83792)  0.09
H (15.42554, 15.67266, 15.92330)  0.12
H (16.45840, 13.16007, 14.70206)  0.06
H (15.36576, 13.02301, 16.01236)  0.07
H (16.87614, 13.81222, 16.26372)  0.08
C (9.20834, 14.50392, 18.96914)  -0.01
C (10.38410, 13.84485, 18.37174)  -0.63
O (11.39578, 13.83691, 19.03981)  0.05
N (10.21748, 13.31668, 17.18787)  0.01
C (11.21550, 12.58379, 16.46956)  -0.06
H (8.46726, 14.70788, 18.19628)  0.07
H (9.47404, 15.40732, 19.51810)  0.09
H (8.69606, 13.77615, 19.59845)  0.09
H (9.36798, 13.50308, 16.67435)  0.14
H (10.71994, 12.26136, 15.55384)  0.07
H (11.56682, 11.69157, 16.98786)  0.10
H (12.11094, 13.16942, 16.26137)  0.08
C (13.29822, 12.32645, 13.30288)  0.04
C (14.35262, 11.49629, 12.46346)  -0.51
O (14.03036, 10.35326, 12.24484)  0.01
N (15.48450, 12.11914, 12.13846)  0.03
C (16.61263, 11.49933, 11.49218)  -0.07
H (13.76982, 12.36945, 14.28464)  0.06
H (12.35664, 11.79525, 13.44200)  0.05
H (13.19086, 13.32943, 12.88986)  0.08
H (15.59580, 13.11661, 12.25146)  0.08
H (17.05980, 12.23833, 10.82734)  0.09
H (16.26930, 10.60301, 10.97560)  0.06
H (17.36666, 11.17635, 12.20996)  0.07
C (13.22784, 7.58748, 9.91020)  0.00
C (14.47126, 7.05253, 10.65708)  -0.55
O (14.77350, 5.84946, 10.62086)  0.01
N (15.17848, 7.92753, 11.34976)  0.02
C (16.52810, 7.71055, 11.89838)  -0.05
H (12.93610, 8.60750, 10.16030)  0.06
H (12.38346, 6.91615, 10.06643)  0.08
H (13.44522, 7.55397, 8.84262)  0.03
H (14.68258, 8.79303, 11.50812)  0.06
H (16.22078, 7.11089, 12.75516)  0.07
H (17.17472, 8.53440, 12.20046)  0.05
H (17.18890, 7.16313, 11.22626)  0.08

Force components x, y, z for each atom (eV/Å):
-0.25 -0.21 0.07
-0.80 -0.02 0.55
0.57 0.65 -0.97
0.46 -0.07 0.18
0.13 0.04 0.09
-0.19 -0.11 0.18
0.03 -0.05 -0.10
-0.52 -0.98 -1.06
-2.05 1.58 1.34
0.18 -1.66 -0.70
2.37 -0.25 -0.81
-0.38 -0.07 1.07
-0.22 0.34 -0.19
0.58 1.01 0.27
-0.60 -0.96 -0.52
0.04 -0.56 0.93
-1.45 1.01 -0.97
1.36 0.12 0.55
-0.09 -0.26 -0.17
0.27 0.04 0.18
0.42 0.69 0.03
-0.02 -1.13 -0.58
0.22 -0.02 -0.51
0.65 0.61 0.77
0.02 0.94 0.17
-0.41 0.51 0.78
-0.37 -0.20 -0.26
0.13 -0.33 -0.26
-0.22 -0.43 -0.09
1.72 -0.09 -0.12
-1.61 -0.07 1.28
0.71 0.33 -0.53
-0.72 0.16 -0.51
1.05 -1.50 -0.31
0.30 -0.55 0.53
-0.02 0.12 -0.17
-0.47 0.29 -0.38
-0.01 0.18 0.01
-0.49 0.36 0.32
-0.53 0.44 0.23
0.12 0.18 -0.37
0.48 -0.39 1.13
-1.14 -0.91 0.11
0.45 -0.24 0.08
0.60 -0.46 0.58
0.03 -0.01 -0.86
0.15 0.25 0.07
0.50 -0.47 -0.29
-0.28 0.72 -0.19
-0.19 0.09 -0.29
-0.02 0.41 -0.21
-0.56 0.44 -0.02
0.00 0.51 -0.16
-1.70 0.16 -0.38
0.09 1.34 2.26
1.48 -0.67 -0.18
-0.50 -0.76 -2.02
0.37 -0.55 -0.43
-0.15 0.47 0.00
-0.02 -0.27 -0.04
0.21 0.10 0.41
0.14 -0.05 0.41
0.43 -0.05 -0.16
-0.23 0.00 0.24
-0.10 0.22 -0.15
1.72 -0.28 -0.48
-2.36 2.39 1.65
0.59 -1.97 -0.87
0.56 0.02 -0.16
-0.29 -0.44 -0.07
-0.09 0.40 0.19
0.17 0.02 -0.53
-0.15 -0.01 0.20
-0.63 0.27 0.55
-0.01 -0.27 -0.22
0.23 0.10 -0.29
0.12 0.02 0.19
0.34 -0.38 0.24
-0.46 -2.62 -0.45
-0.29 1.13 -0.48
0.90 2.65 -0.51
-1.10 -1.50 0.40
0.13 0.04 0.18
0.10 -0.01 0.17
0.13 0.02 0.02
0.59 0.44 0.16
1.40 -0.32 0.43
-1.03 0.73 -0.03
-0.55 -0.38 -0.14